# 1
{"formula": "C4H6O2S", "method": "ωB97M-V/def2-TZVPD", "symbols": ["C", "C", "C", "O", "O", "C", "S", "H", "H", "H", "H", "H", "H"], "positions_angstrom": [[-0.722, -2.236, -1.094], [0.057, -1.137, -0.622], [1.549, -1.251, -0.113], [2.350, -0.001, -0.478], [-0.841, -0.230, -0.073], [-0.330, 0.908, 0.474], [-1.273, 2.070, 0.946], [-1.890, -2.399, -1.174], [-0.016, -3.151, -1.188], [1.350, -1.413, 1.098], [1.822, -2.247, -0.646], [2.809, -0.673, -1.290], [0.891, 0.898, 0.614]], "atomic_forces_ev_per_a": [[3.146, 0.109, 0.828], [-3.565, -3.921, 0.317], [-3.086, 0.044, 1.118], [1.117, -6.726, -3.303], [1.617, 1.742, -0.011], [3.230, -1.324, 0.037], [-0.762, 1.239, 0.512], [2.873, 0.904, 0.267], [-1.713, 1.286, -0.518], [1.271, 0.566, -3.100], [0.409, 1.827, 1.256], [-1.177, 4.125, 3.062], [-3.362, 0.129, -0.465]], "mulliken_charge": [-0.714, 0.713, -0.699, -0.496, -0.242, 0.090, -0.298, 0.276, 0.141, 0.288, 0.344, 0.368, 0.229], "de_lowest_kcal_mol": 109.8, "charge": 0, "max_force_ev_per_a": 7.58, "homo_lumo_gap_ev": 8.960, "e_lumo_ev": 0.12, "molar_mass_da": 118.2, "total_energy_ha": -704.504558, "e_homo_ev": -8.841, "smiles": "C=C(CO)OC=S"}

# 2
{"formula": "C14H37F4N6O13S4", "method": "ωB97M-V/def2-TZVPD", "symbols": ["C", "C", "O", "H", "H", "H", "H", "H", "C", "C", "O", "N", "H", "H", "C", "H", "H", "H", "H", "H", "H", "C", "C", "O", "N", "H", "H", "C", "H", "H", "H", "H", "H", "H", "C", "C", "O", "N", "H", "H", "C", "H", "H", "H", "H", "H", "H", "C", "C", "O", "N", "H", "H", "C", "H", "H", "H", "H", "H", "H", "N", "S", "O", "O", "F", "S", "O", "O", "F", "N", "S", "O", "O", "F", "S", "O", "O", "F"], "positions_angstrom": [[1.026, -1.284, 0.204], [-0.454, -1.032, -0.077], [-0.797, 0.298, -0.465], [1.179, -2.348, 0.386], [1.459, -0.843, 1.102], [1.613, -1.233, -0.713], [-1.103, -1.415, 0.711], [-0.455, -1.647, -0.977], [-2.293, 3.836, -3.840], [-2.431, 2.563, -3.049], [-3.520, 2.188, -2.651], [-1.124, 1.795, -2.841], [-0.282, 2.332, -2.687], [-1.105, 1.193, -2.030], [-0.849, 0.720, -3.978], [-1.868, 4.699, -3.327], [-3.266, 4.059, -4.277], [-1.597, 3.688, -4.666], [-1.719, 0.063, -3.982], [0.028, 0.194, -3.600], [-0.682, 1.228, -4.927], [0.043, -2.019, 4.075], [-0.206, -0.680, 4.785], [0.115, 0.380, 4.297], [-1.050, -0.834, 6.087], [-0.682, -1.558, 6.687], [-0.926, -0.076, 6.743], [-2.519, -1.130, 5.685], [1.015, -1.862, 3.608], [-0.696, -2.105, 3.279], [0.059, -2.957, 4.630], [-2.986, -1.667, 6.511], [-2.563, -1.821, 4.843], [-3.080, -0.235, 5.418], [-0.222, 2.974, 1.685], [0.931, 3.448, 0.770], [1.586, 4.435, 1.009], [1.233, 2.383, -0.312], [0.499, 1.689, -0.304], [1.346, 2.806, -1.222], [2.511, 1.650, 0.083], [-1.193, 3.033, 1.193], [-0.292, 3.824, 2.363], [-0.079, 2.002, 2.157], [2.687, 0.804, -0.581], [2.299, 1.193, 1.049], [3.361, 2.328, 0.165], [-4.451, 1.310, 2.953], [-3.517, 0.282, 2.198], [-2.900, -0.591, 2.736], [-3.474, 0.452, 0.678], [-3.868, 1.315, 0.332], [-2.526, 0.502, 0.333], [-3.951, -0.788, -0.154], [-3.999, 2.299, 3.024], [-4.820, 1.013, 3.935], [-5.343, 1.439, 2.339], [-3.150, -1.517, -0.277], [-4.186, -0.517, -1.183], [-4.880, -1.218, 0.221], [6.566, -1.790, -0.112], [6.851, -0.159, 0.191], [7.770, 0.055, 1.392], [5.852, 0.879, -0.136], [7.985, 0.226, -0.920], [5.565, -1.806, 1.012], [4.216, -1.286, 0.791], [6.062, -1.942, 2.399], [5.172, -3.401, 0.884], [0.595, -3.870, -5.203], [1.520, -4.026, -6.665], [2.964, -3.918, -6.732], [0.745, -3.493, -7.728], [1.381, -5.655, -6.882], [1.219, -2.550, -4.897], [0.935, -1.344, -5.755], [2.507, -2.670, -4.228], [0.210, -2.290, -3.564]], "atomic_forces_ev_per_a": [[-0.119, -0.738, 0.757], [1.488, 0.251, -1.625], [-0.649, 1.151, 0.572], [-0.375, -0.348, 0.212], [0.216, 0.549, -0.288], [0.216, 0.870, 0.142], [-0.143, -0.115, 0.190], [-1.355, -0.457, -0.106], [0.384, -0.497, -0.808], [-1.513, 0.887, 0.378], [3.016, -0.371, -0.188], [-0.990, -0.791, -1.489], [-0.081, 0.869, -0.725], [-0.652, -1.325, 1.977], [-0.013, 0.656, 0.660], [-0.249, -0.143, 0.524], [0.092, 0.176, 0.284], [0.061, -0.199, -0.164], [0.186, 0.092, -0.083], [-0.066, -0.168, -0.414], [0.020, -0.157, 0.178], [0.289, 0.867, 0.222], [1.050, 0.210, -2.293], [-1.386, -2.035, 2.339], [-0.619, 0.385, -0.744], [0.179, -1.210, -0.396], [-0.455, 1.300, -0.263], [0.139, -0.541, 0.650], [0.011, -0.233, -0.167], [-0.027, 0.082, -0.107], [-0.113, 0.341, 0.411], [0.048, 0.369, 0.152], [0.552, 0.218, 0.026], [0.544, 0.066, 0.266], [0.243, 1.703, -0.490], [0.066, 0.347, 1.822], [-1.146, -2.464, -1.752], [1.873, 1.677, 1.045], [-1.508, -1.407, -0.166], [0.253, 0.233, -0.271], [0.211, -0.476, 0.492], [0.096, -0.480, -0.546], [0.186, -0.471, 0.648], [0.191, 0.127, -0.125], [0.075, 0.347, -0.220], [0.128, 0.179, 0.032], [-0.198, -0.030, -0.255], [0.231, -0.621, -1.515], [-0.761, 0.536, 1.573], [-0.485, 0.860, -1.301], [-1.103, -1.843, -0.035], [-0.800, 0.225, 0.140], [2.922, 0.006, -0.410], [-0.520, 0.056, -0.359], [0.289, -0.070, -0.056], [0.571, -0.431, -0.108], [-0.084, 0.059, -0.111], [0.080, 0.203, 0.753], [0.156, 0.820, 0.175], [0.316, 0.113, 0.516], [1.746, 4.229, -1.682], [6.875, 5.135, 0.497], [-3.889, -0.832, -3.214], [0.871, -2.490, 0.784], [-1.301, -1.275, -0.064], [-5.667, -7.681, 6.791], [1.308, 0.946, 0.223], [-0.839, 1.914, -2.389], [0.270, 0.384, -0.842], [0.983, -2.745, -4.030], [0.312, -4.408, -2.596], [-1.897, 0.590, 1.117], [-0.149, 0.316, -0.083], [-0.410, 1.487, 0.840], [1.414, 6.145, 4.407], [0.648, -2.688, 2.216], [-1.356, 1.187, -1.051], [0.115, 0.575, -0.478]], "mulliken_charge": [-1.430, -0.061, -1.139, 0.627, 0.153, 0.304, 0.038, 0.284, -1.178, 0.668, -0.449, 0.558, 0.444, -0.213, -0.744, 0.331, 0.355, 0.380, 0.375, 0.305, 0.369, -0.745, 0.361, -0.422, -0.084, 0.401, 0.389, -0.744, 0.281, 0.154, 0.400, 0.405, 0.341, 0.264, -0.745, 0.440, -0.470, 0.516, -0.288, 0.420, -1.105, 0.241, 0.466, 0.191, 0.395, 0.309, 0.542, -1.323, 0.694, -0.351, 0.613, 0.533, -0.576, -0.705, 0.328, 0.378, 0.426, 0.348, 0.310, 0.380, -0.276, 1.026, -0.570, -0.525, -0.277, 0.932, -0.397, -0.575, -0.356, -0.263, 1.096, -0.522, -0.556, -0.301, 1.129, -0.619, -0.576, -0.318], "de_lowest_kcal_mol": 185.9, "charge": 1, "max_force_ev_per_a": 11.71, "homo_lumo_gap_ev": 5.345, "e_lumo_ev": -4.84, "molar_mass_da": 701.7, "total_energy_ha": -3853.801328, "e_homo_ev": -10.182}